Entry from the OMol25 dataset: the molecule C5H9NS at a distorted geometry (ωB97M-V with the def2-TZVPD basis set).

Values from the calculation:
Energy relative to the best compared isomer or geometry (same formula, charge and spin) (kJ/mol): 82.2
Structure (SMILES): C=C(CC)NC=S
E_HOMO (Ha): -0.306
Gap between HOMO and LUMO (eV): 8.85
LUMO (eV): 0.51
2S+1: 1

CARTESIAN COORDINATES (ANGSTROEM)
C 1.12 1.39 -0.03
H -0.49 -1.38 -0.67
C 0.07 0.57 -0.05
C -2.49 0.70 0.04
H 1.97 -1.40 -1.11
H -3.21 1.50 0.25
N -1.24 1.13 -0.06
H 1.60 -2.56 0.21
H 2.12 0.93 0.08
H -1.16 2.14 -0.15
S -3.21 -0.78 -0.06
C 1.58 -1.48 -0.07
C 0.16 -0.93 0.07
H 2.34 -1.06 0.59
H -0.17 -1.18 1.10
H 1.00 2.43 -0.14

***

Entry from the OMol25 dataset: a cluster of 2 separate species, C30H29N4 in total at a distorted geometry (ωB97M-V with the def2-TZVPD basis set).

Values from the calculation:
Energy relative to the best compared isomer or geometry (same formula, charge and spin) (kJ/mol): 201.9
E_HOMO (Ha): -0.414
Gap between HOMO and LUMO (eV): 5.80
Net charge: +1
LUMO (eV): -5.47
2S+1: 1

CARTESIAN COORDINATES (ANGSTROEM)
C -1.85 5.45 -0.89
H 1.94 2.41 1.04
N 0.40 -1.53 -0.77
C 0.28 1.64 2.31
H 3.29 0.29 -3.49
C 2.52 1.06 -3.43
H -1.72 6.46 -1.28
H 0.31 -4.16 -0.68
C -1.21 -2.19 0.86
H -3.78 5.86 0.00
C -1.03 3.14 -0.69
C -0.47 0.35 1.93
H -4.10 3.52 0.82
C -0.03 2.15 -0.97
H 2.04 0.68 -1.33
H -0.94 -3.42 2.62
C 2.24 1.87 -4.54
C 0.45 2.96 -3.32
C -3.20 3.79 0.25
C 1.94 -3.18 2.14
H 1.16 -0.92 2.40
C 2.84 -5.28 1.32
H 2.82 1.75 -5.46
H -5.00 -3.00 1.22
C -1.65 -3.01 1.90
C -3.02 -3.31 2.02
C 1.82 1.23 -2.25
C 1.15 -3.06 0.98
H 1.05 3.51 -5.31
C 1.09 -4.14 0.09
H 2.46 -0.07 0.57
H -0.38 3.66 -3.31
H -1.15 0.51 1.08
C -0.85 4.50 -1.08
C 1.23 2.84 -4.46
C -3.94 -2.78 1.11
N 2.37 -2.05 -1.99
H -3.35 -3.96 2.83
H 1.93 -6.01 -0.52
C 0.73 2.15 -2.17
H 0.03 1.26 -0.36
C 1.66 1.53 1.63
C 0.27 -1.85 0.66
H 1.89 -2.43 2.94
H 3.46 -4.31 3.16
C 2.81 -4.27 2.28
H 0.42 1.68 3.39
H 3.54 -6.11 1.42
C -3.02 5.10 -0.19
C 1.95 -5.22 0.24
H -1.06 -0.08 2.75
H -0.26 2.53 1.99
C -2.13 -1.66 -0.05
C 0.66 -0.59 1.48
H -4.18 -1.55 -0.67
H -1.77 -1.03 -0.86
C -3.49 -1.96 0.07
N 1.54 0.34 0.78
N 1.45 -1.86 -1.32
C -2.25 2.81 -0.02
H 2.43 1.39 2.41
H 0.09 4.80 -1.55
H -2.44 1.76 0.24

***

Entry from the OMol25 dataset: the molecule C21H25N5O3 at a distorted geometry (ωB97M-V with the def2-TZVPD basis set).

Values from the calculation:
Energy relative to the best compared isomer or geometry (same formula, charge and spin) (kJ/mol): 383.7
Structure (SMILES): COc1ccc(-n2ncc3c2CC(C)(C)C[C@@H]3NC(=O)Cc2nonc2C)cc1
E_HOMO (Ha): -0.305
Gap between HOMO and LUMO (eV): 8.93
LUMO (eV): 0.64
2S+1: 1

CARTESIAN COORDINATES (ANGSTROEM)
H 2.32 -1.43 -0.29
H -3.13 -0.97 0.96
O 3.85 1.10 -2.04
H -5.52 -1.39 1.11
C -0.18 2.44 0.27
H -1.12 -3.18 0.53
H -7.70 -0.99 1.94
N 5.07 0.93 2.04
N -1.97 1.28 0.09
H -0.69 -1.81 1.55
H 1.04 -2.22 -2.36
O -7.44 0.46 0.48
C -7.99 -0.76 0.91
H 2.64 1.50 0.83
C 1.47 0.53 -0.63
C -3.35 1.02 0.20
H -0.83 -0.72 -2.06
H 7.74 0.61 -1.04
H -9.07 -0.62 0.87
C -5.18 -0.43 0.76
H -3.86 2.99 -0.44
C 6.35 0.06 0.46
H 0.49 -3.08 1.24
C 5.42 1.11 0.79
H -0.28 -3.28 -1.87
C 1.41 -0.89 -0.02
H 6.26 -0.15 -1.64
N 2.63 1.24 -0.15
H 5.61 2.49 -0.81
C 0.20 1.20 -0.26
C 4.86 2.14 -0.10
H 1.41 -0.76 1.07
H 0.42 3.29 0.50
N 6.51 -0.67 1.52
C -0.98 -0.87 -0.98
C -3.82 -0.20 0.66
C -4.25 2.04 -0.12
C 7.01 -0.17 -0.85
C 0.18 -1.73 -0.43
C -0.98 0.48 -0.36
C -0.32 -2.50 0.80
C -5.60 1.81 -0.01
C -6.09 0.57 0.42
H 4.46 2.97 0.48
H -6.31 2.59 -0.25
H -1.93 -1.39 -0.86
N -1.49 2.47 0.46
H 1.58 0.46 -1.72
C 3.73 1.45 -0.89
O 5.73 -0.15 2.48
H 7.51 -1.13 -0.84
C 0.59 -2.73 -1.52
H -7.71 -1.59 0.25
H 1.31 -3.45 -1.13

***

Entry from the OMol25 dataset: a structure of composition C46H42GdN4O5PS at a distorted geometry (ωB97M-V with the def2-TZVPD basis set).

Values from the calculation:
Energy relative to the best compared isomer or geometry (same formula, charge and spin) (kJ/mol): 0.0
E_HOMO (spin up / spin down) (Ha): -0.283 / -0.279
Gap between HOMO and LUMO (spin up / spin down) (eV): 7.81 / 4.72
LUMO (spin up / spin down) (eV): 0.12 / -2.86
2S+1: 8

CARTESIAN COORDINATES (ANGSTROEM)
O 2.89 -3.04 1.53
H 4.12 -1.46 3.96
H 4.92 3.03 0.02
H 3.42 1.42 -2.68
H -3.48 -0.24 2.56
C 0.59 -0.25 -5.68
H -2.98 -0.23 4.92
H -1.05 -3.35 -0.19
H -1.88 0.98 6.77
C 1.15 3.13 -4.54
H 3.82 -6.87 -1.33
O 0.95 -2.36 0.58
C 1.33 1.48 -2.23
H 3.81 -1.26 -5.87
C 1.80 -3.59 -1.82
C 4.16 2.04 2.57
H 3.28 2.83 -4.68
C -1.51 1.07 5.76
N 4.23 -0.75 3.25
H 0.90 2.65 3.96
H -3.96 -0.71 0.51
C -1.63 0.47 3.41
C 2.30 -3.94 -0.56
C -3.05 -4.70 -2.57
C 3.04 -5.11 -0.39
C 0.26 -0.79 -4.45
H 5.07 1.63 2.12
C -0.42 1.90 5.46
H 6.21 -0.34 -2.71
H 2.13 0.02 -7.16
H -3.45 0.40 -1.68
C 3.03 -0.14 2.94
H -3.14 1.44 -0.28
H 2.84 3.69 2.18
H 2.89 -6.30 -3.55
H 4.55 4.11 2.21
C -2.94 -0.65 0.13
C -0.80 -3.05 -2.30
H -2.71 -1.56 -0.43
H -0.81 -3.01 -4.46
C 6.87 -0.49 0.61
H 3.44 -5.33 0.59
C 3.84 3.36 1.87
H -2.78 -4.44 -4.68
C 7.10 -0.36 -0.75
H 3.23 -2.25 -3.70
H 7.69 -0.47 1.32
C -2.11 0.39 4.72
H -0.73 -0.65 -4.04
C -2.80 0.54 -0.81
C 2.74 -5.63 -2.71
N 3.05 1.10 2.42
H 3.57 4.16 -0.14
C 4.75 -0.59 -1.15
C 2.81 -1.13 -5.48
C -1.44 -3.57 -1.18
H 3.90 -0.64 -1.83
C -2.41 -4.20 -3.69
C 2.38 2.61 -4.12
O 0.04 1.35 1.92
C -2.41 -0.14 2.35
H -0.14 0.33 -6.24
C 0.08 1.95 -2.71
H 3.26 2.42 0.00
C 5.45 -0.91 2.58
C 1.20 -1.54 -3.73
C 3.26 -5.96 -1.46
C -1.19 1.57 -2.13
H 3.51 -0.85 0.54
N -1.97 -0.45 1.19
C -1.29 -3.38 -3.56
Gd 0.36 -0.28 0.43
C 3.90 3.24 0.35
H 8.11 -0.22 -1.11
C -0.49 1.26 3.11
N -1.40 0.71 -1.20
H 1.09 3.79 -5.40
C -2.56 -4.39 -1.31
C 1.87 -0.41 -6.20
C 0.03 2.79 -3.83
H 2.13 1.51 2.31
H -3.91 -5.35 -2.68
C 0.06 2.00 4.18
H 1.64 -4.21 -3.87
H -3.03 -4.79 -0.43
H 0.05 2.46 6.26
H 4.36 2.21 3.63
O 6.38 -1.36 3.21
C 5.58 -0.66 1.11
S 1.61 -0.93 3.29
C 2.06 -3.07 0.64
H -2.05 2.07 -2.58
O 1.46 0.80 -1.13
C 4.52 -0.70 0.21
C 2.03 -4.46 -2.89
C 6.04 -0.42 -1.64
C 2.47 1.80 -3.01
P 0.76 -2.07 -2.02
H -0.95 3.15 -4.16
C 2.48 -1.69 -4.25

***

Entry from the OMol25 dataset: a structure of composition C38H29N13O14S2W at a distorted geometry (ωB97M-V with the def2-TZVPD basis set).

Values from the calculation:
Energy relative to the best compared isomer or geometry (same formula, charge and spin) (kJ/mol): 101.2
E_HOMO (Ha): -0.450
Gap between HOMO and LUMO (eV): 4.02
Net charge: +2
LUMO (eV): -8.22
2S+1: 1

CARTESIAN COORDINATES (ANGSTROEM)
C 0.16 -1.77 3.85
C -2.88 0.28 -0.36
C -4.57 2.55 -2.42
C 1.92 -3.23 5.42
W 0.27 -1.23 -0.09
H -7.17 0.49 -3.01
H 4.58 -4.36 1.63
H -0.51 -4.49 -1.86
O -2.02 -0.32 3.26
N -1.30 -1.75 1.31
H 1.11 0.81 -2.70
S -0.88 -0.92 2.67
H -2.80 0.98 0.45
N -0.93 -3.20 -0.30
C -0.34 -2.74 4.71
H -1.41 -2.90 4.78
N 4.28 0.64 -0.21
H 2.64 -4.09 7.24
C 4.35 -0.71 0.33
O 0.99 -2.75 1.53
O -2.67 4.51 -2.83
N 1.51 2.62 -1.75
O 5.19 1.01 -0.89
C -1.40 -3.07 0.97
H -7.33 1.90 -5.02
S 1.66 -1.95 -2.14
C -0.90 -4.43 -0.85
N -3.73 -0.90 -1.97
C -4.65 3.34 -3.56
C -5.47 1.51 -2.22
H 3.90 -3.82 6.03
C 0.66 2.07 0.17
H 1.52 8.45 -2.39
C -6.55 2.08 -4.29
H 1.25 4.52 0.93
C -0.23 5.11 -1.66
O 0.27 -1.27 -2.03
H -5.69 3.73 -5.38
O 3.31 1.31 0.10
H -1.23 -6.53 -0.60
C 1.03 7.51 -2.19
H -0.76 4.18 -1.46
C -3.68 4.40 -3.72
N 2.12 -3.37 1.61
N -1.87 -0.48 -0.82
C 2.86 -4.11 6.17
C 0.97 5.39 -1.04
H -2.16 -6.27 1.69
C 1.06 1.41 -1.81
C -0.16 7.21 -2.84
O 1.82 -2.73 -3.29
H -5.35 1.25 -0.08
O 6.91 -4.48 1.32
O 2.00 -0.76 0.63
N 6.94 -3.35 0.92
C -1.99 5.59 -3.26
H 2.54 6.83 -0.85
H 1.84 -0.65 3.20
H 3.44 -1.94 4.60
C 3.27 -2.68 1.24
H -2.32 -3.98 2.68
C -0.78 6.00 -2.58
N -3.99 0.02 -1.04
C -1.82 -5.41 1.14
C 4.51 -3.33 1.29
N 0.50 0.99 -0.62
C 5.63 -2.66 0.87
C 3.15 -1.35 0.73
C 2.39 -2.18 4.62
N -2.55 6.09 -4.33
H -6.06 -0.13 -0.95
C -5.65 3.11 -4.51
C -5.29 0.65 -0.99
C 1.60 6.60 -1.31
C -1.90 -4.15 1.70
C 1.51 -1.45 3.84
H 0.34 2.12 1.19
C 1.60 4.38 -0.10
H 2.68 4.48 -0.12
C -6.46 1.28 -3.16
H 0.17 -4.23 6.14
C -1.30 -5.56 -0.15
C -2.47 -1.18 -1.84
O 2.17 -4.50 2.03
O 2.59 -0.89 -1.83
H -3.80 2.75 -1.68
H 6.46 -0.87 0.01
H -1.95 -1.86 -2.48
N 1.26 3.04 -0.51
H 2.74 -5.14 5.85
H -0.61 7.90 -3.54
O 7.89 -2.72 0.56
C 0.55 -3.46 5.48
N -3.61 5.34 -4.61
C 5.57 -1.36 0.37
O -0.01 0.02 1.89
O 1.50 -2.74 -0.86

***

Entry from the OMol25 dataset: a cluster of 3 separate species, C5H7BN2O in total at a distorted geometry (ωB97M-V with the def2-TZVPD basis set).

Values from the calculation:
Energy relative to the best compared isomer or geometry (same formula, charge and spin) (kJ/mol): 294.6
E_HOMO (Ha): -0.350
Gap between HOMO and LUMO (eV): 9.66
LUMO (eV): 0.14
2S+1: 1

CARTESIAN COORDINATES (ANGSTROEM)
H -0.64 -2.33 0.72
H 1.75 1.55 0.47
B 1.36 -1.00 -0.72
H 3.35 -1.86 -0.70
C -0.59 0.72 -0.95
H -0.20 1.31 -1.82
H -3.00 0.88 1.21
H 2.43 0.05 0.44
C -1.66 1.24 -0.30
C -2.22 0.38 0.66
C -0.09 -0.59 -0.58
O 1.68 0.84 1.21
N 2.54 -1.26 -0.62
C -0.80 -1.31 0.41
H -2.04 2.23 -0.46
N -1.87 -0.85 1.04

***

| no. | calculated total energy (Ha) |
| --- | --- |
| 1 | -648.821828 |
| 2 | -1379.266519 |
| 3 | -1314.675690 |
| 4 | -3878.701931 |
| 5 | -4093.326512 |
| 6 | -404.255439 |